[1]
Molecular formula: C6H10O2
Method: DFT, ωB97M-V with the def2-TZVPD basis set

XYZ file:
```
18
Properties=species:S:1:pos:R:3:forces:R:3:nbo_charge:R:1
C 2.967846 -1.493458 0.110815 -0.8 -1.0 0.0 -0.379
C 1.842564 -0.821285 -0.100679 1.1 1.9 -0.6 -0.169
C 0.943685 -0.242400 0.935556 -0.6 -1.3 1.5 -0.447
C -0.548678 -0.271349 0.634124 -1.1 0.2 -0.3 -0.394
C -1.068480 0.987880 -0.076498 0.5 -0.1 0.3 -0.517
C -2.194159 0.791914 -1.046769 0.0 1.1 -0.9 0.796
O -2.314308 -0.026816 -1.914291 0.1 -0.7 0.4 -0.587
O -3.033088 1.860113 -0.983445 -0.5 -0.2 0.3 -0.695
H 3.661590 -1.689139 -0.691211 0.0 0.0 -0.1 0.199
H 3.116050 -2.071756 1.013478 0.2 0.3 0.3 0.187
H 1.777654 -0.329012 -1.071980 -0.3 -0.2 -0.1 0.186
H 1.228116 0.765421 1.262065 0.2 0.0 -0.5 0.217
H 1.084044 -0.830766 1.854520 0.1 0.0 -0.1 0.210
H -1.148088 -0.365552 1.540563 0.3 0.1 0.3 0.207
H -0.883693 -1.146670 0.080397 0.5 -0.2 -0.4 0.225
H -0.255187 1.471747 -0.630339 -0.1 -0.1 -0.2 0.237
H -1.387449 1.725505 0.654643 0.0 0.1 0.1 0.230
H -3.788420 1.685623 -1.570948 0.3 0.0 -0.1 0.493
```
Positions in Å, forces in eV/Å.

- energy (eV) = -10478.597
- relative energy (zero: lowest compared OMol25 entry of this formula, charge and spin) (kJ/mol) = 55.27
- orbital gap (eV) = 10.590
- SMILES = C=CCCCC(=O)O
- LUMO energy (eV) = 0.78

=====

[2]
Molecular formula: C3H6P2
Method: DFT, ωB97M-V with the def2-TZVPD basis set

XYZ file:
```
11
Properties=species:S:1:pos:R:3:forces:R:3:nbo_charge:R:1
C 0.161266 -0.356624 -0.220534 -0.4 -0.5 0.0 -0.656
C -2.170882 0.327402 -0.053022 1.7 1.0 -0.2 -0.918
C 1.588569 -0.764599 -0.331275 0.0 -0.1 0.1 -0.679
P -1.244706 -1.295046 -0.107483 0.6 1.0 -0.2 0.650
P -0.421439 1.382641 -0.253111 -2.1 -1.6 0.1 0.516
H -2.819622 0.496167 -0.907133 -0.1 0.0 0.0 0.228
H -2.683871 0.544810 0.878065 -0.1 0.0 0.1 0.228
H 2.019142 -0.858205 0.667537 0.1 0.0 0.0 0.229
H 2.156320 -0.010191 -0.876066 0.1 -0.1 0.0 0.218
H 1.697400 -1.727115 -0.830460 0.1 0.0 0.0 0.224
H -0.279816 1.618301 1.130548 0.1 0.2 0.2 -0.040
```
Positions in Å, forces in eV/Å.

- energy (eV) = -21783.994
- relative energy (zero: lowest compared OMol25 entry of this formula, charge and spin) (kJ/mol) = 42.71
- orbital gap (eV) = 8.804
- LUMO energy (eV) = 0.32

=====

[3]
Molecular formula: C28H52OP2Sc
Method: DFT, ωB97M-V with the def2-TZVPD basis set

XYZ file:
```
84
Properties=species:S:1:pos:R:3:forces:R:3:lowdin_charge:R:1
Sc -1.146606 1.061729 0.417155 -2.1 -0.2 1.0 0.710
C -0.830318 3.104357 1.693154 -0.8 0.2 -0.8 -0.290
C -0.539075 3.407722 0.322337 -0.9 -0.3 0.3 -0.288
C -2.796044 2.872529 0.479138 1.3 0.4 0.5 -0.272
C -2.229242 2.794033 1.792914 0.6 0.4 -1.1 -0.266
C -1.751949 3.253333 -0.431976 0.1 -0.2 1.1 -0.292
C 0.090566 3.227032 2.855810 0.3 -0.1 0.4 -0.032
H 1.140317 3.134863 2.548304 -0.2 0.1 0.1 0.067
H -0.116953 2.433738 3.588695 0.2 0.3 -0.1 0.081
H -0.037645 4.196066 3.368949 0.1 -0.3 -0.2 0.104
C -2.989022 2.628719 3.056625 -0.3 -0.2 0.4 -0.013
H -2.316971 2.443722 3.903564 -0.2 0.1 -0.1 0.085
H -3.689565 1.790705 3.008662 0.1 0.3 0.0 0.048
H -3.576776 3.535300 3.270735 0.2 -0.2 0.0 0.105
C -4.237802 2.722765 0.157171 -0.5 -0.2 -0.2 -0.011
H -4.823710 3.532507 0.623611 0.1 -0.3 -0.2 0.104
H -4.635699 1.765384 0.524341 0.0 0.4 -0.1 0.062
H -4.401806 2.747298 -0.928073 -0.1 0.1 0.3 0.083
C -1.941135 3.510956 -1.885572 -0.1 0.1 -0.5 -0.043
H -2.414193 4.490122 -2.061533 0.2 -0.3 0.0 0.103
H -2.594233 2.751736 -2.337664 0.1 0.2 0.0 0.065
H -0.987887 3.493076 -2.424551 -0.2 0.1 0.0 0.067
C 0.777125 3.848368 -0.214543 0.4 0.1 -0.2 -0.036
H 0.867715 4.943844 -0.227926 0.0 -0.2 0.0 0.102
H 0.923983 3.496889 -1.243084 0.1 0.1 0.1 0.074
H 1.600616 3.458915 0.391917 -0.1 0.2 -0.1 0.057
C 3.497592 -2.863460 0.380475 0.8 0.4 1.1 -0.147
C 4.281785 -1.826182 0.720984 0.1 -1.3 0.3 -0.146
C 5.490363 -1.422489 -0.065972 0.5 0.3 -0.3 -0.177
C 5.307683 -1.468303 -1.614896 0.8 0.1 0.6 -0.176
C 3.932843 -1.186283 -2.141595 -0.4 -0.5 -1.0 -0.122
C 3.049615 -2.135663 -2.517199 1.1 0.7 -0.4 -0.149
C 3.131955 -3.573472 -2.101342 0.0 -0.5 -0.1 -0.166
C 3.767697 -3.853513 -0.700847 -0.3 -0.7 -0.8 -0.167
H 6.349160 -2.071079 0.201396 -0.4 0.2 -0.1 0.127
H 5.710936 -2.427624 -1.978470 -0.4 0.4 -0.1 0.113
H 5.815284 -0.406243 0.213078 -0.3 -0.3 0.1 0.110
H 4.836937 -4.066620 -0.831923 -0.2 0.3 0.2 0.114
H 2.677438 -3.148805 1.043111 0.4 0.1 -0.1 0.083
H 4.189003 -1.355542 1.707789 -0.3 -0.1 -0.4 0.110
H 3.322559 -4.800848 -0.350160 0.3 0.2 -0.2 0.119
H 2.117356 -4.009707 -2.097489 0.2 0.3 -0.1 0.108
H 2.270436 -1.904857 -3.255576 0.0 0.2 0.7 0.099
H 3.685118 -4.158306 -2.863270 -0.2 0.2 0.3 0.127
H 5.971049 -0.685289 -2.029171 -0.2 -0.4 0.1 0.119
H 3.732642 -0.128138 -2.350730 0.0 -0.4 -0.3 0.108
P 0.942929 -0.337973 0.963548 -0.1 -0.1 -0.4 0.874
P -0.822270 0.051796 -2.018228 0.1 -0.2 0.3 0.848
C 1.013426 -1.511115 -0.460894 0.1 0.0 -0.2 -0.392
C -0.116116 -1.581591 -1.499992 -0.4 0.1 -0.2 -0.364
H 1.151880 -2.535244 -0.086474 0.0 0.5 -0.1 0.083
H 1.954663 -1.208154 -0.935402 -0.5 -0.4 0.1 0.032
H 0.232090 -2.083313 -2.419735 0.0 0.0 0.4 0.079
H -0.940195 -2.189742 -1.090769 0.1 0.4 -0.2 0.083
C -2.306950 -0.363649 -2.981198 -0.1 -0.1 -0.2 -0.228
H -2.711149 0.557151 -3.432538 0.2 -0.4 0.1 0.051
H -3.079130 -0.795104 -2.325318 0.4 0.1 -0.3 0.029
H -2.031559 -1.084611 -3.768692 -0.3 0.3 0.2 0.065
C 0.348746 0.702255 -3.245993 0.2 0.0 -0.3 -0.242
H 0.582077 -0.085400 -3.979658 0.0 0.4 0.1 0.055
H 1.276832 1.035381 -2.757017 -0.2 -0.2 -0.2 0.040
H -0.093857 1.572312 -3.758634 0.2 -0.4 0.2 0.052
C 1.153174 -1.398882 2.406466 0.2 0.0 0.8 -0.227
H 1.189374 -0.752879 3.297666 -0.1 -0.3 -0.2 0.060
H 2.083382 -1.979358 2.356975 -0.4 0.2 0.1 0.026
H 0.290217 -2.082280 2.501368 0.3 0.4 -0.1 0.054
C 2.406175 0.733010 0.765130 0.6 -0.1 -0.1 -0.231
H 2.260521 1.465378 -0.046527 -0.2 -0.3 0.3 0.039
H 3.299807 0.143370 0.531359 -0.3 0.3 0.1 0.011
H 2.581750 1.284382 1.697895 -0.1 -0.1 -0.2 0.059
C -2.742659 -2.453569 2.037067 0.1 -0.2 0.0 -0.037
C -3.354330 -1.226158 1.362687 0.3 0.0 0.0 -0.681
C -4.138161 -1.621403 0.118498 0.0 -0.1 -0.2 -0.036
C -4.282607 -0.529369 2.346598 -0.2 0.1 0.3 -0.037
O -2.287420 -0.360744 0.974035 -0.1 0.2 -0.2 -0.292
H -3.522277 -3.150891 2.374258 0.2 0.2 -0.1 0.095
H -2.157079 -2.148012 2.914693 -0.1 0.0 -0.2 0.083
H -2.079307 -2.989882 1.341278 -0.2 0.1 0.1 0.082
H -4.986864 -2.267996 0.360489 0.1 0.1 0.0 0.097
H -4.526961 -0.727841 -0.379512 0.0 0.0 0.0 0.083
H -3.495112 -2.162162 -0.584280 0.0 0.0 0.1 0.072
H -3.726429 -0.204461 3.235510 -0.1 -0.1 -0.2 0.087
H -4.769149 0.337859 1.879514 0.2 -0.2 0.2 0.067
H -5.078605 -1.204393 2.689471 0.2 0.1 -0.2 0.100
```
Positions in Å, forces in eV/Å.

- energy (eV) = -71202.058
- relative energy (zero: lowest compared OMol25 entry of this formula, charge and spin) (kJ/mol) = 0.00
- orbital gap (eV) = 8.170
- total charge = +1
- LUMO energy (eV) = -2.52

=====

[4]
Molecular formula: C3H7BrO
Method: DFT, ωB97M-V with the def2-TZVPD basis set

XYZ file:
```
12
Properties=species:S:1:pos:R:3:forces:R:3:nbo_charge:R:1
C -1.012844 1.567454 0.856090 -0.4 -1.6 -2.7 -0.707
C 0.652336 -2.065991 0.053642 -1.3 1.4 0.4 -0.271
C -1.520887 0.118181 0.598913 1.3 1.0 -1.7 -0.010
O 0.104020 -1.227400 -0.885797 -1.8 1.7 0.4 -0.628
Br -3.130678 -0.176819 -0.264019 0.4 0.3 0.1 0.181
H -0.053215 1.560189 1.342138 -0.1 -0.1 1.0 0.248
H -0.710978 2.009334 -0.148392 -0.9 -0.4 1.0 0.262
H -1.874521 2.106738 1.277144 0.7 0.2 0.2 0.248
H -0.109657 -2.793682 0.398978 0.1 0.4 0.9 0.140
H 1.138055 -1.373248 0.794652 0.0 -1.5 0.2 0.149
H 1.314993 -2.719962 -0.444362 1.6 -0.6 -0.5 0.187
H -1.267278 -0.709916 1.188007 0.5 -0.8 0.9 0.199
```
Positions in Å, forces in eV/Å.

- energy (eV) = -75309.532
- relative energy (zero: lowest compared OMol25 entry of this formula, charge and spin) (kJ/mol) = 468.39
- orbital gap (alpha / beta) (eV) = 6.712 / 6.710
- LUMO energy (alpha / beta) (eV) = -1.50 / -1.50

=====

| no. | strongest force on any atom (hartree/bohr) |
| --- | --- |
| 1 | 0.04464 |
| 2 | 0.05118 |
| 3 | 0.04545 |
| 4 | 0.06193 |